This record from the Open Molecules 2025 dataset describes a 4-piece molecular cluster, C28H63O9 overall. The level of theory is ωB97M-V with the def2-TZVPD basis set.

Properties
Net charge: -1
HOMO level in eV: -1.0091
M in g mol⁻¹: 543.8
Orbital gap in eV: 2.900
DFT total energy in a.u.: -1781.5451

Last column: Mulliken charge in e.
Atoms and positions in Å:
C (2.42, 4.88, -7.22)  -0.86
C (2.36, 5.20, -5.71)  -0.47
C (1.02, 4.86, -5.04)  -0.86
C (0.96, 3.41, -4.61)  0.16
C (-0.44, 2.85, -4.34)  -0.79
C (-0.79, 1.61, -5.15)  -0.85
C (-0.90, 1.84, -6.67)  -0.86
C (0.24, 1.25, -7.49)  -0.29
C (0.50, 2.01, -8.79)  -0.18
C (1.24, 1.17, -9.85)  -1.27
H (1.40, 4.60, -7.56)  -0.10
H (3.03, 3.98, -7.38)  -0.03
H (2.55, 6.27, -5.53)  0.30
H (3.15, 4.64, -5.19)  0.24
H (0.86, 5.51, -4.17)  0.42
H (0.22, 5.05, -5.75)  0.38
H (1.56, 3.30, -3.70)  -0.01
H (1.46, 2.82, -5.38)  -0.02
H (-1.20, 3.61, -4.51)  0.42
H (-0.52, 2.56, -3.29)  0.31
H (-1.74, 1.23, -4.78)  0.35
H (-0.04, 0.84, -4.96)  0.38
H (-0.97, 2.91, -6.86)  0.39
H (-1.83, 1.39, -7.00)  0.42
H (0.01, 0.21, -7.73)  0.40
H (1.15, 1.26, -6.89)  0.27
H (-0.44, 2.37, -9.19)  0.36
H (1.12, 2.87, -8.55)  -0.25
H (0.82, 1.32, -10.85)  0.30
H (2.28, 1.46, -9.91)  0.35
H (1.20, 0.11, -9.62)  0.33
C (5.69, 0.14, 1.84)  -0.81
O (4.31, 0.29, 1.61)  -0.22
C (3.71, 1.25, 2.45)  -0.59
C (2.44, 1.80, 1.84)  -0.14
O (2.65, 2.75, 0.81)  -0.49
C (2.99, 2.27, -0.48)  -0.42
C (1.83, 1.69, -1.25)  -0.34
O (1.51, 0.39, -0.77)  -0.35
C (0.17, 0.03, -1.02)  -0.40
H (5.89, -0.24, 2.85)  0.30
H (6.07, -0.57, 1.11)  0.24
H (6.22, 1.09, 1.71)  0.33
H (4.40, 2.08, 2.63)  0.36
H (3.46, 0.79, 3.42)  0.38
H (1.92, 2.36, 2.63)  0.27
H (1.79, 0.99, 1.51)  0.11
H (3.82, 1.56, -0.44)  0.19
H (3.33, 3.15, -1.03)  0.40
H (2.10, 1.62, -2.31)  0.33
H (0.97, 2.35, -1.16)  0.29
H (-0.52, 0.76, -0.58)  0.34
H (0.01, -0.93, -0.54)  -0.05
H (-0.04, -0.06, -2.09)  0.25
C (-0.08, -3.31, 2.24)  -0.73
O (-1.49, -3.38, 2.28)  -0.25
C (-2.11, -2.33, 1.57)  0.51
C (-3.48, -2.73, 1.07)  -0.75
O (-3.46, -3.57, -0.07)  -0.43
C (-3.18, -4.94, 0.13)  -0.33
C (-4.35, -5.75, 0.63)  -0.59
O (-4.57, -5.54, 2.01)  -0.23
C (-5.88, -5.85, 2.41)  -0.77
H (0.30, -2.42, 2.75)  0.20
H (0.30, -4.20, 2.74)  0.26
H (0.28, -3.31, 1.20)  0.33
H (-1.49, -2.02, 0.72)  -0.19
H (-2.22, -1.46, 2.25)  0.19
H (-3.98, -1.82, 0.74)  0.42
H (-4.07, -3.17, 1.88)  0.26
H (-2.30, -5.09, 0.77)  0.15
H (-2.93, -5.32, -0.87)  0.38
H (-4.14, -6.82, 0.45)  0.40
H (-5.24, -5.48, 0.06)  0.36
H (-6.61, -5.26, 1.85)  0.32
H (-5.97, -5.60, 3.47)  0.23
H (-6.11, -6.91, 2.27)  0.31
C (-1.50, 1.84, 5.06)  -0.54
O (-1.55, 0.62, 5.76)  -0.34
C (-1.34, -0.50, 4.92)  -0.14
C (-0.81, -1.68, 5.70)  -0.52
O (0.57, -1.59, 6.02)  -0.41
C (0.95, -0.73, 7.09)  -0.39
C (0.72, -1.32, 8.46)  -0.62
O (-0.64, -1.27, 8.83)  -0.26
C (-0.97, -2.22, 9.82)  -0.77
H (-2.31, 1.91, 4.33)  0.33
H (-1.61, 2.64, 5.79)  0.27
H (-0.54, 1.96, 4.54)  0.11
H (-0.63, -0.26, 4.12)  0.13
H (-2.30, -0.78, 4.46)  0.34
H (-0.88, -2.56, 5.05)  0.36
H (-1.42, -1.87, 6.59)  0.26
H (0.47, 0.25, 7.01)  0.22
H (2.02, -0.60, 6.97)  0.37
H (1.31, -0.74, 9.19)  0.42
H (1.08, -2.36, 8.47)  0.34
H (-0.74, -3.24, 9.49)  0.32
H (-2.05, -2.14, 9.99)  0.23
H (-0.45, -2.02, 10.76)  0.32

=====

This record from the Open Molecules 2025 dataset describes C5H13NO2P as an isolated structure at a distorted geometry. The level of theory is ωB97M-V with the def2-TZVPD basis set.

Properties
Net charge: +1
Energy relative to the best compared isomer or geometry (same formula, charge and spin) in eV: 3.370
HOMO level in eV: -14.7170
M in g mol⁻¹: 150.1
Orbital gap in eV: 8.986
DFT total energy in a.u.: -744.5590

Last column: Mulliken charge in e.
Atoms and positions in Å:
C (2.66, -0.31, 0.23)  -1.40
C (1.44, 0.35, -0.39)  -0.01
C (0.53, 1.03, 0.66)  -1.06
C (-0.98, 0.89, 0.41)  0.34
C (-1.45, 1.18, -1.01)  -1.43
P (-1.55, -0.72, 0.94)  0.26
O (-0.84, -1.95, 0.30)  -0.49
N (-1.56, -2.70, -1.12)  0.52
O (-0.87, -3.47, -1.45)  0.01
H (3.45, -0.46, -0.51)  0.38
H (3.10, 0.30, 1.03)  0.35
H (2.44, -1.28, 0.67)  0.33
H (0.85, -0.39, -0.94)  0.13
H (1.75, 1.08, -1.14)  0.38
H (0.74, 2.10, 0.69)  0.41
H (0.79, 0.67, 1.66)  0.44
H (-1.51, 1.56, 1.10)  0.33
H (-1.17, 0.41, -1.73)  0.34
H (-2.53, 1.33, -1.06)  0.46
H (-0.99, 2.11, -1.36)  0.37
H (-1.40, -0.86, 2.33)  0.17
H (-2.92, -0.86, 0.69)  0.16

=====

This record from the Open Molecules 2025 dataset describes one molecule with the formula C3H5NS2 at a distorted geometry. The level of theory is ωB97M-V with the def2-TZVPD basis set.

Properties
Energy relative to the best compared isomer or geometry (same formula, charge and spin) in eV: 3.161
HOMO level in eV: -8.9553
M in g mol⁻¹: 119.2
Orbital gap in eV: 8.433
Structure (SMILES): S=C(S)[C@H]1CN1
DFT total energy in a.u.: -968.3289

Last column: Mulliken charge in e.
Atoms and positions in Å:
S (1.01, 2.09, -0.10)  -0.29
C (0.98, 0.37, -0.32)  0.10
S (2.62, -0.26, -0.09)  -0.18
C (-0.23, -0.42, -0.51)  -0.14
C (-1.13, -0.10, 0.66)  -0.39
N (-1.63, 0.24, -0.63)  -0.54
H (2.31, -1.70, -0.04)  0.15
H (-0.50, -1.42, -0.85)  0.46
H (-1.47, -0.92, 1.23)  0.31
H (-0.60, 0.84, 1.31)  0.19
H (-1.37, 1.29, -0.67)  0.35

=====

This record from the Open Molecules 2025 dataset describes C13H20BrF3N2O5P2PtS as an isolated structure at a distorted geometry. The level of theory is ωB97M-V with the def2-TZVPD basis set.

Properties
Net charge: +2
Energy relative to the best compared isomer or geometry (same formula, charge and spin) in eV: 1.222
HOMO level (spin up / spin down) in eV: -15.0234 / -15.7706
M in g mol⁻¹: 710.3
Orbital gap (spin up / spin down) in eV: 9.685 / 5.008
Expectation value of S²: 6.02
DFT total energy in a.u.: -5066.2307
Multiplicity: 5

Last column: Mulliken charge in e.
Atoms and positions in Å:
Pt (0.57, 0.36, 0.10)  0.86
C (0.13, 1.64, 3.56)  -1.29
P (-0.97, 0.77, 2.41)  1.05
C (-1.87, -0.45, 3.40)  -1.24
C (-2.13, 2.05, 1.76)  -1.13
C (-2.71, 1.77, 0.37)  -1.19
P (-1.43, 1.54, -0.93)  0.83
C (-0.86, 3.21, -1.34)  -1.30
C (-2.25, 0.88, -2.40)  -1.24
H (-0.50, 2.07, 4.35)  0.49
H (0.67, 2.44, 3.06)  0.38
H (0.83, 0.94, 4.01)  0.40
H (-2.27, 0.06, 4.28)  0.51
H (-1.18, -1.23, 3.72)  0.39
H (-2.67, -0.89, 2.81)  0.37
H (-1.57, 2.99, 1.77)  0.45
H (-2.93, 2.13, 2.49)  0.62
H (-3.34, 2.61, 0.06)  0.66
H (-3.32, 0.87, 0.38)  0.42
H (-1.69, 3.78, -1.77)  0.47
H (-0.05, 3.16, -2.07)  0.42
H (-0.49, 3.72, -0.45)  0.37
H (-3.33, 1.04, -2.32)  0.47
H (-2.07, -0.19, -2.49)  0.29
H (-1.87, 1.40, -3.28)  0.46
O (4.42, -3.44, -3.06)  -0.48
C (3.69, -2.49, -2.49)  0.92
C (2.89, -1.58, -3.19)  -0.64
C (2.16, -0.66, -2.48)  -0.44
N (2.22, -0.59, -1.15)  -0.30
C (3.00, -1.44, -0.47)  0.26
Br (3.07, -1.16, 1.39)  -0.03
C (3.75, -2.41, -1.09)  -0.62
H (4.38, -3.43, -4.02)  0.33
H (2.84, -1.59, -4.27)  0.38
H (1.52, 0.05, -2.98)  0.46
H (4.38, -3.08, -0.53)  0.51
F (-0.15, -4.31, 0.05)  -0.18
C (-1.32, -3.69, 0.13)  0.43
F (-1.91, -3.95, 1.28)  -0.17
F (-2.09, -4.05, -0.87)  -0.17
S (-0.98, -1.87, 0.07)  1.10
O (-0.39, -1.55, -1.23)  -0.57
O (-2.20, -1.16, 0.35)  -0.57
O (0.04, -1.69, 1.13)  -0.64
O (3.76, 2.86, 0.78)  -0.36
C (2.68, 2.47, 0.64)  0.71
N (1.53, 2.09, 0.51)  -0.44

=====

This record from the Open Molecules 2025 dataset describes C6H14CuGeN4 as an isolated structure at a distorted geometry. The level of theory is ωB97M-V with the def2-TZVPD basis set.

Properties
Net charge: -1
HOMO level (spin up / spin down) in eV: -0.6165 / -0.6179
M in g mol⁻¹: 278.4
Orbital gap (spin up / spin down) in eV: 2.630 / 2.632
DFT total energy in a.u.: -4173.3264

Last column: Mulliken charge in e.
Atoms and positions in Å:
Cu (0.18, -0.40, -1.53)  -1.05
N (-2.16, -4.07, 0.37)  -0.46
C (-3.15, -3.93, -0.54)  0.50
N (-4.23, -4.69, -0.47)  -0.44
N (-2.96, -3.20, -1.61)  -0.68
C (-2.02, -2.34, -1.69)  0.49
N (-1.17, -1.53, -1.72)  -0.32
H (-2.52, -4.37, 1.32)  0.24
H (-1.39, -3.41, 0.44)  0.25
H (-4.55, -5.16, 0.35)  0.24
H (-5.01, -4.26, -0.97)  0.26
C (0.84, 3.78, 0.48)  -1.27
Ge (1.87, 2.14, 0.14)  0.40
C (3.59, 3.02, -0.27)  -1.28
C (1.46, 1.22, 1.89)  -1.23
C (1.31, 1.05, -1.34)  0.09
H (0.69, 3.91, 1.58)  0.33
H (-0.21, 3.73, 0.11)  0.33
H (1.33, 4.69, 0.11)  0.36
H (4.01, 3.72, 0.50)  0.33
H (3.63, 3.36, -1.29)  0.34
H (4.32, 2.16, -0.24)  0.41
H (2.19, 1.65, 2.62)  0.33
H (1.79, 0.15, 1.85)  0.33
H (0.40, 1.35, 2.18)  0.31
H (1.76, 1.41, -2.27)  0.19

=====

This record from the Open Molecules 2025 dataset describes C28H46FN3ORhSSb as an isolated structure. The level of theory is ωB97M-V with the def2-TZVPD basis set.

Properties
Net charge: +2
Energy relative to the best compared isomer or geometry (same formula, charge and spin) in eV: 0.704
HOMO level (spin up / spin down) in eV: -13.7736 / -13.7736
M in g mol⁻¹: 716.4
Orbital gap (spin up / spin down) in eV: 6.505 / 6.504
DFT total energy in a.u.: -2182.3364

Last column: Mulliken charge in e.
Atoms and positions in Å:
Rh (0.94, 0.47, 0.79)  -1.20
F (1.37, -0.43, 6.63)  -0.32
C (1.16, -0.20, 5.34)  0.07
C (-0.12, 0.11, 4.91)  -0.38
C (-0.35, 0.36, 3.57)  -0.03
C (0.70, 0.30, 2.66)  0.71
C (1.99, 0.02, 3.12)  -0.68
C (2.23, -0.25, 4.47)  -0.67
H (-0.92, 0.14, 5.64)  0.50
H (-1.35, 0.61, 3.24)  0.22
H (2.83, 0.01, 2.44)  0.71
H (3.22, -0.47, 4.84)  0.52
C (5.35, 0.60, -2.94)  -0.90
N (4.75, 0.22, -1.66)  0.13
C (5.53, -0.61, -0.74)  -0.91
C (3.55, 0.61, -1.32)  -0.07
O (3.00, 0.30, -0.23)  -0.47
H (6.26, 1.18, -2.77)  0.36
H (4.65, 1.21, -3.51)  0.30
H (5.60, -0.29, -3.52)  0.35
H (6.56, -0.64, -1.09)  0.40
H (5.13, -1.62, -0.70)  0.25
H (5.51, -0.19, 0.26)  0.32
H (3.04, 1.23, -2.06)  0.29
C (-1.42, -2.87, 2.62)  -1.54
C (-2.13, -2.33, 1.38)  1.53
C (-2.86, -3.46, 0.66)  -1.58
C (-3.15, -1.24, 1.74)  -1.47
Sb (-0.60, -1.47, 0.08)  1.87
C (0.96, -2.95, -0.22)  1.94
C (0.36, -4.35, -0.27)  -1.77
C (1.70, -2.67, -1.53)  -1.69
C (1.92, -2.82, 0.96)  -1.64
C (-1.45, -0.87, -1.83)  1.37
C (-2.64, 0.05, -1.58)  -1.66
C (-1.90, -2.11, -2.61)  -1.39
C (-0.38, -0.13, -2.63)  -1.53
H (-2.18, -3.23, 3.32)  0.57
H (-0.83, -2.13, 3.14)  0.15
H (-0.78, -3.72, 2.39)  0.31
H (-3.61, -3.85, 1.36)  0.53
H (-2.22, -4.29, 0.38)  0.28
H (-3.40, -3.12, -0.22)  0.30
H (-3.78, -1.61, 2.56)  0.47
H (-3.82, -1.04, 0.90)  0.41
H (-2.71, -0.30, 2.04)  0.10
H (-0.39, -4.47, -1.05)  0.36
H (-0.07, -4.66, 0.68)  0.37
H (1.17, -5.06, -0.50)  0.55
H (1.08, -2.88, -2.40)  0.29
H (2.57, -3.34, -1.58)  0.57
H (2.07, -1.64, -1.60)  0.08
H (1.44, -3.02, 1.92)  0.25
H (2.40, -1.84, 1.00)  0.26
H (2.72, -3.55, 0.84)  0.55
H (-3.46, -0.45, -1.08)  0.31
H (-3.02, 0.40, -2.55)  0.51
H (-2.37, 0.94, -1.00)  0.26
H (-2.76, -2.60, -2.15)  0.28
H (-1.11, -2.85, -2.73)  0.29
H (-2.21, -1.80, -3.61)  0.50
H (0.04, 0.72, -2.09)  0.02
H (-0.85, 0.27, -3.54)  0.56
H (0.44, -0.78, -2.94)  0.34
N (-0.70, 3.52, 2.31)  -0.33
C (-0.82, 3.53, 0.97)  0.60
S (0.06, 2.41, -0.03)  -0.10
N (-1.55, 4.49, 0.43)  0.00
C (-1.97, 4.80, -0.92)  0.58
C (-2.34, 6.12, -1.13)  -0.66
C (-2.78, 6.54, -2.37)  -0.63
C (-2.86, 5.63, -3.42)  -0.60
C (-2.50, 4.31, -3.20)  -0.72
C (-2.06, 3.88, -1.95)  0.59
H (-0.01, 2.94, 2.73)  0.12
H (-1.12, 4.24, 2.88)  0.21
H (-1.84, 5.21, 1.09)  0.26
H (-2.27, 6.84, -0.31)  0.33
H (-3.06, 7.57, -2.52)  0.39
H (-3.20, 5.95, -4.39)  0.42
H (-2.57, 3.59, -4.01)  0.39
H (-1.82, 2.84, -1.81)  -0.24